No. 1
Entry from the OMol25 dataset: an isolated molecule of C4H3N3O (ωB97M-V/def2-TZVPD).

The multiplicity is 1. As for the SMILES: O=C/N=C1/C=NC=N1. As for the net charge: 0. The HOMO-LUMO gap is 8.7618 eV.

XYZ file:
```
11
C4H3N3O | the OMol25 dataset | ωB97M-V/def2-TZVPD
O 2.2953 -1.1096 1.4512
C 1.1643 -0.7907 1.6463
N 0.0732 -0.9971 0.8004
C -0.2981 -0.1311 -0.0276
C -1.4786 -0.3146 -0.9340
N -1.6636 0.7260 -1.6652
C -0.5423 1.5380 -1.2459
N 0.2117 1.1397 -0.3003
H 0.8335 -0.3101 2.5952
H -2.1735 -1.1860 -0.9426
H -0.4435 2.4835 -1.7396
```

***

No. 2
Entry from the OMol25 dataset: a structure of composition C14H16Cl5MoN2O3PSTe (ωB97M-V/def2-TZVPD).

The multiplicity is 1. As for the net charge: +2. The HOMO-LUMO gap (alpha / beta) is 6.0158 / 6.0139 eV.

XYZ file:
```
44
C14H16Cl5MoN2O3PSTe | the OMol25 dataset | ωB97M-V/def2-TZVPD
Mo -0.1802 0.2097 0.6590
Cl -2.1413 0.7449 1.4226
C 0.7533 1.3396 2.2255
C 1.6144 1.1914 1.1818
C 2.9251 1.6254 1.2513
Cl 4.0108 1.4358 -0.0537
C 3.3551 2.2134 2.4646
Cl 4.9613 2.7699 2.6088
C 2.4618 2.3652 3.5373
Cl 2.9999 3.0566 4.9958
C 1.1080 1.9355 3.4210
Cl 0.0209 2.1136 4.7202
C -4.6204 -2.6644 2.2192
C -3.2147 -3.1390 1.9041
O -2.6786 -2.2411 0.9028
P -1.3178 -2.4453 0.1390
O -1.1679 -1.2019 -0.7054
Te 0.6037 -2.2034 1.6507
O -1.2742 -3.8228 -0.5810
C -1.9388 -4.2177 -1.8236
C -0.9459 -4.1882 -2.9646
H -5.0566 -3.2831 2.9980
H -5.2442 -2.7229 1.3300
H -4.6007 -1.6352 2.5697
H -3.2171 -4.1594 1.5132
H -2.5674 -3.0918 2.7895
H -2.7868 -3.5581 -2.0202
H -2.2879 -5.2345 -1.6272
H -0.6543 -3.1653 -3.2050
H -1.3988 -4.6417 -3.8449
H -0.0597 -4.7618 -2.6997
C 2.5114 2.0493 -3.3091
N 1.9635 2.9516 -2.3359
C 2.3377 4.2466 -2.1304
C 1.5341 4.7625 -1.1619
N 0.6776 3.7675 -0.7883
C 0.9533 2.6617 -1.5052
S 0.0660 1.1725 -1.5050
H 3.5366 2.3261 -3.5458
H 1.9204 2.0816 -4.2271
H 2.4885 1.0322 -2.9173
H 3.1264 4.7153 -2.6853
H 1.5055 5.7470 -0.7413
H -0.0821 3.8626 -0.1259
```

***

No. 3
Entry from the OMol25 dataset: a cluster of 3 separate species, C30H58F3N4O3 in total (ωB97M-V/def2-TZVPD).

The multiplicity is 1. As for the net charge: +1. The HOMO-LUMO gap is 7.1353 eV.

XYZ file:
```
98
C30H58F3N4O3 | the OMol25 dataset | ωB97M-V/def2-TZVPD
C -3.4017 2.5430 2.2822
C -4.2690 3.1991 1.2458
C -3.7328 4.3181 0.1461
N -3.3444 3.7299 -1.1928
C -2.0628 4.2924 -1.7667
C -1.9107 3.4075 -3.1737
C -0.6770 3.4871 -4.2826
C 0.4798 2.4413 -3.7647
C 1.2793 2.9093 -2.4121
F 2.5725 3.6650 -2.5904
C 0.8403 2.6963 -1.0028
F -0.2810 1.7212 -0.7354
F 1.3815 3.4043 0.1804
N -3.1163 2.4573 -3.3288
C -3.9767 2.6717 -2.0695
C -5.3647 1.8829 -1.6953
C -5.8313 0.8075 -2.8442
C -4.8523 -0.4976 -3.0108
C -4.0077 -0.8205 -1.6408
C -3.3440 -2.3269 -1.6661
C -2.1183 -2.4084 -2.7552
C -0.7116 -2.9155 -2.0472
C -0.0383 -1.7994 -1.0346
C 1.6018 -1.9663 -1.1909
C 2.4712 -0.7847 -0.4587
C 2.2215 -0.6566 1.1626
O 1.8248 0.7315 1.4452
C 0.6274 0.6742 2.2982
H -3.5351 1.3632 2.4039
H -2.5878 3.1210 2.9200
H -5.3900 2.8572 1.2097
H -4.4574 5.2461 0.0409
H -2.7281 4.7575 0.6169
H -1.3119 5.0930 -1.3591
H -1.1148 3.0211 -5.2872
H -0.3020 4.5760 -4.4912
H -0.0070 1.3783 -3.5729
H 1.2741 2.2879 -4.6403
H -3.2730 1.7943 -4.1331
H -6.2193 2.7122 -1.6525
H -5.3504 1.4042 -0.6047
H -5.9342 1.4264 -3.8598
H -6.9119 0.4403 -2.5705
H -5.5548 -1.4403 -3.2163
H -4.1588 -0.3413 -3.9636
H -3.1535 -0.0207 -1.4290
H -4.7305 -0.7818 -0.7203
H -4.1901 -3.0910 -1.9969
H -2.9146 -2.5353 -0.5963
H -2.4154 -3.2742 -3.5207
H -1.9686 -1.4380 -3.4005
H -0.8555 -3.9484 -1.4980
H 0.0976 -3.1100 -2.8951
H -0.4367 -0.7488 -1.3924
H -0.4115 -2.0079 0.0640
H 1.8612 -1.9267 -2.3494
H 1.9308 -3.0256 -0.8022
H 3.6082 -0.9382 -0.7047
H 2.1520 0.2340 -0.9484
H 3.2431 -0.8501 1.7107
H 1.4617 -1.4680 1.5282
H 0.9879 0.4010 3.3971
H 0.1688 1.7667 2.3312
H -0.1821 -0.0932 1.9349
C -1.9368 -1.8190 8.0403
C -1.3061 -0.4772 7.6768
C -1.4560 -0.1072 6.1834
O -0.5730 -0.8170 5.3085
C -1.0123 -2.1235 4.9683
N 0.1057 -0.4853 8.0917
H -1.3301 -2.6716 7.7240
H -2.0547 -1.9010 9.1271
H -2.9299 -1.9212 7.5909
H -1.8295 0.2927 8.2576
H -1.1917 0.9507 6.0698
H -2.4949 -0.2036 5.8458
H -2.1011 -2.1856 4.8837
H -0.6425 -2.8435 5.7001
H -0.5755 -2.3862 4.0020
H 0.4949 0.4463 7.9395
H 0.6146 -1.0715 7.4248
C 8.6121 -1.1185 -1.8801
C 7.7545 -2.1982 -1.2249
C 6.8412 -2.9511 -2.2192
O 5.6865 -2.2137 -2.6337
C 5.9341 -1.2710 -3.6660
N 6.9783 -1.5929 -0.1311
H 8.0469 -0.2124 -2.1133
H 9.4249 -0.8197 -1.2079
H 9.0664 -1.4855 -2.8062
H 8.4413 -2.9356 -0.7904
H 6.4524 -3.8418 -1.7119
H 7.4024 -3.3119 -3.0894
H 6.6954 -1.6184 -4.3704
H 6.2210 -0.3111 -3.2334
H 5.0016 -1.1167 -4.2140
H 6.4851 -2.3350 0.3673
H 6.2253 -1.0477 -0.5591
```

***

No. 4
Entry from the OMol25 dataset: a cluster of 2 separate species, C16H25BClF3NO4 in total (ωB97M-V/def2-TZVPD).

The multiplicity is 1. As for the net charge: +1. The HOMO-LUMO gap is 6.5221 eV.

XYZ file:
```
51
C16H25BClF3NO4 | the OMol25 dataset | ωB97M-V/def2-TZVPD
C -0.6200 -1.0694 -0.0199
B -0.5933 -0.1762 -1.4321
O 0.2976 -0.7338 -2.5053
N -1.3882 1.1407 -1.6066
C -2.2456 1.6110 -0.4373
C -3.0977 3.0417 -0.5343
C -2.9824 3.9110 -1.9291
C -3.8162 5.3601 -1.9490
O -4.8131 5.5850 -2.8197
O -3.4715 6.3878 -0.9524
C -2.0277 6.6644 -0.9083
C -1.3248 6.2838 0.5580
O -0.7141 4.9363 0.5719
C -2.3036 6.5939 1.8450
F -3.4804 5.6988 1.9571
F -1.5448 6.4331 3.1413
F -2.6692 8.0535 1.7354
C -2.0610 3.3588 -3.1686
Cl -1.9097 4.3705 -4.7473
C -1.2671 1.9087 -2.9355
H -0.3785 -2.2144 -0.2072
H -1.7078 -1.0593 0.4680
H 0.0857 -0.5856 0.8077
H 1.2425 -0.3783 -2.3814
H -2.3506 1.0368 0.5911
H -3.7178 3.3854 0.3981
H -1.9064 7.8478 -0.9948
H -1.4074 6.2135 -1.7934
H -0.4126 7.0478 0.6541
H -0.9569 4.4271 1.4032
H -0.6156 1.5298 -3.8493
C 2.8361 -7.6613 0.3231
C 3.3643 -6.7444 1.4150
C 2.2838 -5.8465 2.0233
C 1.6270 -4.8612 1.0489
C 2.5883 -3.8997 0.3442
C 3.3227 -2.9760 1.3027
H 2.4413 -7.0956 -0.5257
H 3.6413 -8.3010 -0.0533
H 2.0423 -8.3094 0.7073
H 4.1903 -6.1426 1.0233
H 3.7890 -7.3646 2.2142
H 2.7193 -5.2929 2.8629
H 1.4986 -6.4782 2.4558
H 0.8810 -4.2754 1.6015
H 1.0668 -5.4174 0.2887
H 2.0119 -3.2863 -0.3583
H 3.3137 -4.4568 -0.2588
H 2.6159 -2.3754 1.8836
H 3.9690 -2.2914 0.7442
H 3.9556 -3.5342 1.9983
```

***

No. 5
Entry from the OMol25 dataset: an isolated molecule of C6H9N3O (ωB97M-V/def2-TZVPD).

The multiplicity is 1. As for the SMILES: CC(=O)Nc1nccn1C. As for the net charge: 0. The HOMO-LUMO gap is 8.3537 eV.

XYZ file:
```
19
C6H9N3O | the OMol25 dataset | ωB97M-V/def2-TZVPD
C -2.7634 -0.6273 -1.6526
C -1.5917 0.3437 -1.2956
O -1.7217 1.4647 -1.4984
N -0.5895 -0.3285 -0.5376
C 0.5749 0.4311 -0.2064
N 1.2070 1.3111 -0.8897
C 2.3366 1.6090 -0.2060
C 2.3382 0.8309 0.9960
N 1.2412 0.0810 0.9162
C 0.8094 -0.8700 1.9985
H -3.4224 -0.2191 -2.4813
H -2.2828 -1.6290 -2.0662
H -3.3549 -0.8368 -0.8979
H -0.9517 -1.2304 -0.0304
H 2.8147 2.2087 -0.6719
H 3.1795 0.8343 1.5999
H 0.6462 -1.8024 1.6857
H 1.6004 -0.7830 2.9095
H -0.0702 -0.7880 2.3282
```

***

No. 6
Entry from the OMol25 dataset: the ion C5H12N2 with charge +1 (ωB97M-V/def2-TZVPD).

The multiplicity is 2. As for the net charge: +1. The HOMO-LUMO gap (alpha / beta) is 8.5626 / 4.8178 eV.

XYZ file:
```
19
C5H12N2 | the OMol25 dataset | ωB97M-V/def2-TZVPD
C 0.8707 1.5434 1.4173
C 0.1714 0.7845 0.3068
C 0.8068 -0.5908 0.2678
C 0.0482 -1.5345 -0.7582
C -2.3223 -1.2722 -0.4807
N -1.2918 -1.9891 -0.5631
N 0.3683 1.6417 -0.9029
H 0.3199 2.4965 1.5313
H 1.9213 1.7037 1.2359
H 0.8177 1.1141 2.4125
H -0.9115 0.6804 0.4598
H 1.8589 -0.6501 -0.0556
H 0.8029 -1.0900 1.2353
H 0.1942 -1.2089 -1.7855
H 0.6777 -2.4504 -0.6986
H -2.3776 -0.2152 -0.6364
H -3.2820 -1.7532 -0.1526
H -0.0485 1.1760 -1.7031
H 1.3757 1.6139 -1.1303
```

***

No. 7
Entry from the OMol25 dataset: a cluster of 3 separate species, C14H21N2O6P in total (ωB97M-V/def2-TZVPD).

The multiplicity is 1. As for the SMILES: CCC1=C(P(=O)(O)O)C(=O)OC1=O.CCCC#N.CCCC#N. As for the net charge: 0. The HOMO-LUMO gap is 8.5387 eV.

XYZ file:
```
44
C14H21N2O6P | the OMol25 dataset | ωB97M-V/def2-TZVPD
C 0.8078 0.1322 -3.2980
C 2.3722 0.5857 -2.9189
C 3.2415 -0.8313 -2.9597
C 3.8380 -1.6384 -1.8607
P 3.8186 -1.2289 0.0081
O 3.8288 0.3633 0.1931
O 2.4595 -1.8694 0.8879
O 5.3786 -1.7940 0.6433
C 4.5575 -2.9897 -2.4591
O 5.3686 -3.8928 -1.8660
O 4.1405 -3.0367 -3.8764
C 3.6322 -1.7158 -4.2845
O 3.4107 -1.1793 -5.4875
H 0.7488 0.0841 -4.4655
H 0.7157 -0.9910 -2.9160
H -0.0009 0.8044 -2.7855
H 2.3953 1.1105 -1.8593
H 2.7985 1.3892 -3.6878
H 1.8430 -1.0683 1.0342
H 6.0353 -1.4101 -0.0398
C -1.0345 -2.6891 2.1730
C -1.8459 -1.4016 2.0707
C -2.7174 -1.3458 0.8145
C -1.8388 -1.4199 -0.4237
N -1.1100 -1.4813 -1.4508
H -0.3281 -2.7889 1.3427
H -0.4501 -2.6975 3.0986
H -1.6904 -3.5672 2.1757
H -1.1583 -0.5470 2.0847
H -2.4866 -1.3139 2.9551
H -3.2885 -0.4116 0.7946
H -3.4286 -2.1788 0.8022
C -3.8201 4.7294 2.1856
C -3.2995 3.5119 2.9429
C -2.5636 2.5198 2.0403
C -3.5070 2.0071 0.9643
N -4.2895 1.5818 0.0718
H -4.5568 4.4486 1.4263
H -4.3126 5.4232 2.8743
H -3.0009 5.2637 1.6910
H -4.1435 3.0125 3.4343
H -2.6200 3.8489 3.7335
H -2.1987 1.6733 2.6316
H -1.7008 2.9988 1.5648
```

***

No. 8
Entry from the OMol25 dataset: a cluster of 2 separate species, C12H23NO8S in total (ωB97M-V/def2-TZVPD).

The multiplicity is 1. As for the net charge: 0. The HOMO-LUMO gap is 6.7759 eV.

XYZ file:
```
45
C12H23NO8S | the OMol25 dataset | ωB97M-V/def2-TZVPD
O 1.9193 -0.8241 -0.7046
C 1.1538 -0.7416 -1.7550
O 0.3386 -1.8533 -1.9857
C 1.1665 0.5113 -2.7515
C 2.5171 1.3595 -2.9509
O 3.6622 1.0816 -2.5306
O 2.0538 2.4862 -3.7066
C 0.6210 2.7443 -3.5041
C -0.1553 1.4749 -2.8098
C -0.7459 2.0459 -1.4318
C -2.3507 2.0522 -1.3044
C -3.1563 2.0348 -2.6944
S -3.5867 0.2349 -3.0469
O -3.3519 -0.1149 -4.5128
O -2.7062 -0.7224 -2.2559
O -5.2047 -0.1061 -2.6789
H 1.0725 -0.0071 -3.7877
H 0.0584 2.9096 -4.4871
H 0.5653 3.7548 -2.9741
H -0.8137 0.8849 -3.5287
H -0.3526 1.3527 -0.5866
H -0.3697 3.0987 -1.1596
H -2.7574 1.2352 -0.5916
H -2.6320 3.0517 -0.7837
H -2.5924 2.4572 -3.5920
H -4.1258 2.6631 -2.5959
H -5.1488 -0.6832 -1.8696
C -0.1677 -1.7754 4.2130
C 0.6468 -2.2168 3.0062
C 2.0176 -2.7942 3.3790
O 2.9090 -1.7374 3.7350
C 3.0470 -1.5325 5.1412
N 0.8956 -1.0178 2.1478
H 0.2493 -0.8886 4.6956
H -1.1901 -1.5275 3.9123
H -0.2259 -2.5742 4.9554
H 0.0746 -2.9315 2.4101
H 2.4480 -3.2668 2.4915
H 1.9484 -3.5669 4.1512
H 2.8697 -2.4441 5.7172
H 2.3595 -0.7478 5.4633
H 4.0648 -1.1893 5.3340
H 0.0772 -0.4160 2.0336
H 1.2438 -1.2829 1.2125
H 1.6539 -0.4711 2.5819
```

***

What did the first record say?
Entry from the OMol25 dataset: an isolated molecule of C4H3N3O (ωB97M-V/def2-TZVPD).

The multiplicity is 1. As for the SMILES: O=C/N=C1/C=NC=N1. As for the net charge: 0. The HOMO-LUMO gap is 8.7618 eV.

XYZ file:
```
11
C4H3N3O | the OMol25 dataset | ωB97M-V/def2-TZVPD
O 2.2953 -1.1096 1.4512
C 1.1643 -0.7907 1.6463
N 0.0732 -0.9971 0.8004
C -0.2981 -0.1311 -0.0276
C -1.4786 -0.3146 -0.9340
N -1.6636 0.7260 -1.6652
C -0.5423 1.5380 -1.2459
N 0.2117 1.1397 -0.3003
H 0.8335 -0.3101 2.5952
H -2.1735 -1.1860 -0.9426
H -0.4435 2.4835 -1.7396
```